Entry 1
Entry from the OMol25 dataset: a cluster of 2 separate species, C2H3ClO2 in total (ωB97M-V/def2-TZVPD).

Properties
spin multiplicity: 1
orbital gap: 0.32393 Ha

Structure (XYZ):
```
8
C2H3ClO2 | the OMol25 dataset | ωB97M-V/def2-TZVPD
C -0.93987 -1.28583 0.36508
C -0.09968 -0.15466 -0.00207
O -1.08676 -2.39816 0.56405
O -2.75575 -0.28479 0.85803
Cl -3.48258 -1.57056 1.58054
H -0.03339 0.01861 -1.07868
H -0.26901 0.84134 0.32767
H 0.83053 -0.39416 0.39263
```

***

Entry 2
Entry from the OMol25 dataset: a cluster of 2 separate species, C2H3ClO2 in total (ωB97M-V/def2-TZVPD).

Properties
spin multiplicity: 1
orbital gap (alpha / beta): 0.23898 / 0.35476 Ha

Structure (XYZ):
```
8
C2H3ClO2 | the OMol25 dataset | ωB97M-V/def2-TZVPD
C -1.07564 0.19752 -0.12710
C -0.77982 -1.09738 -0.16127
O 1.30137 1.08704 0.30681
O 1.53141 -0.25129 0.72755
Cl -0.54416 -2.58893 0.33854
H -1.73866 0.82844 -0.75692
H -0.25785 0.79143 0.32296
H 1.56335 1.03318 -0.65056
```

***

Energy ordering: entry 1 at the bottom, the next structure 4.349 eV above.

***

Entry 1
Entry from the OMol25 dataset: a structure of composition C3H2OS (ωB97M-V/def2-TZVPD).

Properties
spin multiplicity: 1
orbital gap (alpha / beta): 0.24655 / 0.27625 Ha

Structure (XYZ):
```
7
C3H2OS | the OMol25 dataset | ωB97M-V/def2-TZVPD
C -1.07483 -0.74574 0.17907
C -0.91838 0.56464 0.00871
C -0.12729 -0.32366 -0.80981
O 2.71395 0.83454 -0.31663
S 2.09365 -0.49599 -0.23990
H -1.36494 -1.46008 1.00337
H -1.32215 1.62629 0.17519
```

***

Entry 2
Entry from the OMol25 dataset: the molecule C3H2OS (ωB97M-V/def2-TZVPD).

Properties
SMILES: C#CC(=O)S
spin multiplicity: 1
orbital gap: 0.38004 Ha

Structure (XYZ):
```
7
C3H2OS | the OMol25 dataset | ωB97M-V/def2-TZVPD
C -1.90696 -0.45284 -0.03009
C -0.83004 -0.06787 -0.17229
C 0.43213 0.53387 -0.07170
O 0.70762 1.67651 -0.04930
S 1.65078 -0.72150 -0.07413
H -2.74975 -1.04250 0.18733
H 2.69622 0.07433 0.21019
```

***

Energy ordering: entry 2 at the bottom, the next structure 3.897 eV above.

***

Entry 1
Entry from the OMol25 dataset: the molecule C2H10OSi2 (ωB97M-V/def2-TZVPD).

Properties
SMILES: C[SiH](C)[SiH2]O
spin multiplicity: 1
orbital gap: 0.35548 Ha

Structure (XYZ):
```
15
C2H10OSi2 | the OMol25 dataset | ωB97M-V/def2-TZVPD
C -0.52093 -0.90921 1.98338
Si 0.06591 0.51567 0.74569
C 1.92035 0.66460 0.45124
Si -1.08973 -0.19451 -1.66778
O -1.13192 0.98468 -2.83353
H 0.25308 -1.05814 2.72646
H -1.54183 -0.77605 2.42162
H -0.71541 -1.78177 1.32693
H -0.14176 1.72361 1.52331
H 2.27655 -0.30393 0.07446
H 1.78912 1.34244 -0.43642
H 2.49664 1.17741 1.22608
H -0.27897 -1.31130 -2.39587
H -2.41490 -0.73966 -1.42325
H -0.96620 0.66616 -3.72233
```

***

Entry 2
Entry from the OMol25 dataset: a cluster of 2 separate species, C2H10OSi2 in total (ωB97M-V/def2-TZVPD).

Properties
spin multiplicity: 1
orbital gap (alpha / beta): 0.28526 / 0.22524 Ha

Structure (XYZ):
```
15
C2H10OSi2 | the OMol25 dataset | ωB97M-V/def2-TZVPD
C 2.59416 1.55500 -0.13548
C 0.40302 -0.73268 0.54860
O 1.42173 1.40404 -0.91546
Si -3.72017 -0.93731 0.47728
Si 0.14901 0.45019 -0.88020
H 3.45055 1.04322 -0.61974
H 2.50613 1.22238 0.89473
H 2.86076 2.58588 -0.18786
H 1.33472 -1.20814 0.41975
H 0.37224 -0.34873 1.65117
H -0.31734 -1.60678 0.41235
H -3.56519 0.17442 -0.53390
H -2.34923 -1.57718 0.52599
H -4.88831 -1.73841 0.51218
H -0.25205 -0.28592 -2.16942
```

***

Energy ordering: entry 1 at the bottom, the next structure 3.589 eV above.

***

Entry 1
Entry from the OMol25 dataset: the molecule C2H3P3 (ωB97M-V/def2-TZVPD).

Properties
SMILES: C1=P#P=PC1
spin multiplicity: 1
orbital gap: 0.28643 Ha

Structure (XYZ):
```
8
C2H3P3 | the OMol25 dataset | ωB97M-V/def2-TZVPD
C -0.01787 -0.93341 0.34253
P 1.26872 -1.24888 -0.62359
P 1.80496 0.62336 -1.45844
P 0.45361 1.90815 -0.66160
C -0.67541 0.39744 0.25033
H -0.36600 -1.71318 1.03351
H -1.57843 0.38071 -0.18138
H -0.88957 0.58581 1.29864
```

***

Entry 2
Entry from the OMol25 dataset: the molecule C2H3P3 (ωB97M-V/def2-TZVPD).

Properties
spin multiplicity: 1
orbital gap (alpha / beta): 0.25836 / 0.26690 Ha

Structure (XYZ):
```
8
C2H3P3 | the OMol25 dataset | ωB97M-V/def2-TZVPD
C 0.69752 1.73443 0.35935
C 0.08595 -0.85613 0.26374
P 1.13157 0.39178 1.14030
P -1.82618 -1.28226 -2.06764
P -0.84475 0.08298 -1.05491
H 1.05568 2.78655 0.38816
H 0.34555 -1.84740 -0.13358
H -0.64534 -1.00996 1.10458
```

***

Energy ordering: entry 1 at the bottom, the next structure 2.933 eV above.

***

Entry 1
Entry from the OMol25 dataset: the molecule CHNOS (ωB97M-V/def2-TZVPD).

Properties
spin multiplicity: 1
orbital gap (alpha / beta): 0.34030 / 0.23356 Ha

Structure (XYZ):
```
5
CHNOS | the OMol25 dataset | ωB97M-V/def2-TZVPD
C 0.84963 0.41564 -0.29699
N -1.01340 -0.00521 0.59386
O -0.29566 0.92365 -0.23237
S 1.87020 -0.71953 -0.00282
H -1.41076 -0.61455 -0.06168
```

***

Entry 2
Entry from the OMol25 dataset: a cluster of 2 separate species, CHNOS in total (ωB97M-V/def2-TZVPD).

Properties
SMILES: C#N.O=S
spin multiplicity: 1
orbital gap (alpha / beta): 0.27888 / 0.27948 Ha

Structure (XYZ):
```
5
CHNOS | the OMol25 dataset | ωB97M-V/def2-TZVPD
C 1.48678 0.04535 -0.20704
N 0.45073 0.44302 -0.47187
H 2.38736 -0.41403 0.11643
O -2.58067 0.55959 0.18611
S -1.74419 -0.63392 0.37639
```

***

Energy ordering: entry 2 at the bottom, the next structure 2.762 eV above.

***

Entry 1
Entry from the OMol25 dataset: a cluster of 2 separate species, C5H10N3O2 in total (ωB97M-V/def2-TZVPD).

Properties
spin multiplicity: 1
orbital gap: 0.36227 Ha
net charge: +1

Structure (XYZ):
```
20
C5H10N3O2 | the OMol25 dataset | ωB97M-V/def2-TZVPD
C 3.81405 -0.39122 0.06099
C -0.91242 1.26376 -0.17387
C -0.24729 -0.99156 -1.15449
C -0.52340 -0.78370 1.33275
C -0.45099 -0.09568 0.03446
N 1.68269 0.40247 -0.03142
N 3.66986 1.08570 -0.02020
N 2.41362 1.38022 -0.07675
O 4.84464 -0.93253 -0.02898
O 2.50645 -0.77278 0.12852
H -1.95076 1.19703 -0.19015
H -0.40675 2.00480 0.62062
H -0.75908 1.75428 -1.06342
H -0.10472 -2.03429 -1.09440
H 0.33536 -0.44408 -1.98794
H -1.20398 -1.12899 -1.61527
H -1.68826 -0.62776 1.63686
H -0.41200 -1.90556 1.08701
H 0.13278 -0.23679 1.99211
H 4.39426 1.75137 0.14339
```

***

Entry 2
Entry from the OMol25 dataset: the ion C5H10N3O2 with charge +1 (ωB97M-V/def2-TZVPD).

Properties
SMILES: C=C(O)N(C=O)CNC=[NH2+]
spin multiplicity: 1
orbital gap: 0.34620 Ha
net charge: +1

Structure (XYZ):
```
20
C5H10N3O2 | the OMol25 dataset | ωB97M-V/def2-TZVPD
C -2.31911 0.84000 -1.45919
C -1.45451 1.07118 -0.48339
O -1.75686 1.58704 0.73622
N -0.06732 0.77166 -0.54733
C 0.87164 1.62714 -0.01943
O 2.03147 1.32458 0.06722
C 0.42096 -0.45149 -1.11523
N 1.07245 -1.31453 -0.11806
C 0.90016 -1.25779 1.16859
N 1.54215 -1.98803 2.04450
H -2.02329 0.45864 -2.41589
H -3.36061 1.07115 -1.32805
H -2.66752 1.90711 0.74776
H 0.44377 2.57910 0.31184
H -0.40522 -0.99670 -1.58259
H 1.18996 -0.22477 -1.86412
H 1.79222 -1.92805 -0.49045
H 0.15198 -0.56332 1.54158
H 1.36424 -1.87994 3.03251
H 2.27343 -2.63298 1.77349
```

***

Energy ordering: entry 2 at the bottom, the next structure 4.892 eV above.

***

Entry 1
Entry from the OMol25 dataset: the ion C3H7FNO with charge +1 (ωB97M-V/def2-TZVPD).

Properties
SMILES: [NH3+]CCC(=O)F
spin multiplicity: 1
orbital gap: 0.41134 Ha
net charge: +1

Structure (XYZ):
```
13
C3H7FNO | the OMol25 dataset | ωB97M-V/def2-TZVPD
N -0.84849 0.87468 0.15244
C -0.03871 -0.33502 0.46840
C 1.10446 -0.71975 -0.46954
C 2.41153 0.00293 -0.01077
O 3.32504 -0.49056 0.47283
F 2.39318 1.31292 -0.36616
H -0.91698 1.40144 1.11714
H -1.73985 0.65312 -0.33962
H -0.19536 1.45195 -0.45911
H -0.75216 -1.13670 0.43200
H 0.42242 -0.29509 1.46178
H 1.22460 -1.86933 -0.53636
H 0.87553 -0.42677 -1.57244
```

***

Entry 2
Entry from the OMol25 dataset: a cluster of 2 separate species, C3H7FNO in total (ωB97M-V/def2-TZVPD).

Properties
spin multiplicity: 1
orbital gap: 0.34818 Ha
net charge: +1

Structure (XYZ):
```
13
C3H7FNO | the OMol25 dataset | ωB97M-V/def2-TZVPD
C -2.46869 0.96902 -0.09473
C 1.71596 -1.52863 -0.28859
C 1.15380 0.75831 0.18825
N -1.42229 0.41351 0.31469
O 1.42701 -0.37064 0.59519
F 0.91752 1.20804 -1.00832
H -2.48347 1.50829 -1.02737
H -3.29621 1.15828 0.52234
H 2.35655 -2.15272 0.30545
H 2.22782 -1.39732 -1.26432
H 0.81244 1.47826 0.88235
H 0.72931 -2.07435 -0.45424
H -1.66973 0.02994 1.32930
```

***

Energy ordering: entry 1 at the bottom, the next structure 2.436 eV above.

***

Entry 1
Entry from the OMol25 dataset: a cluster of 7 separate species, BrH12O6 in total (ωB97M-V/def2-TZVPD).

Properties
spin multiplicity: 1
orbital gap: 0.26112 Ha
net charge: -1

Structure (XYZ):
```
19
BrH12O6 | the OMol25 dataset | ωB97M-V/def2-TZVPD
Br 0.17251 -0.21320 0.26028
O -1.22894 4.90920 1.78180
H -2.10209 5.22561 2.01358
H -1.35419 3.98052 1.58662
O -3.93136 -3.21699 1.37095
H -4.42724 -3.27892 0.55456
H -3.39179 -2.43346 1.26514
O -5.05107 0.93477 -1.16040
H -4.20426 0.49620 -1.07796
H -5.41336 0.60449 -1.98253
O 2.72454 3.72595 -2.13921
H 2.27288 3.07488 -1.60224
H 3.63095 3.70302 -1.83240
O 3.18831 -3.72329 -2.90512
H 2.95385 -2.90174 -2.47347
H 4.08157 -3.90230 -2.61140
O 4.32707 -2.55962 2.89063
H 4.04003 -1.76326 2.44382
H 3.71252 -2.66185 3.61734
```

***

Entry 2
Entry from the OMol25 dataset: a cluster of 7 separate species, BrH12O6 in total (ωB97M-V/def2-TZVPD).

Properties
spin multiplicity: 1
orbital gap: 0.33761 Ha
net charge: -1

Structure (XYZ):
```
19
BrH12O6 | the OMol25 dataset | ωB97M-V/def2-TZVPD
Br 28.74600 48.98000 23.21500
O 28.13500 51.18800 20.55500
H 28.28400 50.54100 20.00000
H 28.53100 50.84300 21.29100
O 27.17600 51.77900 24.33000
H 27.15400 51.84100 25.17200
H 27.83500 51.13000 24.03600
O 26.93100 49.14200 26.23800
H 27.50100 49.05800 25.47300
H 27.14100 49.82300 26.76300
O 26.54700 46.61800 22.58100
H 26.99300 47.44100 22.69100
H 26.68200 46.14000 23.41100
O 31.39900 50.44800 21.70600
H 31.60200 51.19000 22.24400
H 30.78000 50.20000 22.42200
O 29.61300 47.66900 20.14100
H 29.49000 48.05200 20.97600
H 29.18100 46.74800 20.14800
```

***

Energy ordering: entry 1 at the bottom, the next structure 0.146 eV above.